The following is a quantum chemistry calculation of a structure of composition C26H41N3O2PtS, from OMol25.

Last column: Löwdin charge in e.
CARTESIAN COORDINATES (ANGSTROEM)
Pt  -0.320  0.172  0.320  0.981
N  -3.463  2.127  2.140  0.187
C  -2.623  1.507  1.294  -0.526
O  -1.437  1.854  1.228  -0.054
C  -3.156  0.390  0.436  -0.183
C  -2.085  -0.025  -0.577  -0.316
H  -3.098  2.829  2.761  0.119
H  -4.414  1.824  2.241  0.111
H  -4.079  0.727  -0.051  0.119
H  -3.432  -0.433  1.100  0.098
H  -2.105  0.662  -1.430  0.054
H  -2.274  -1.033  -0.951  0.053
C  3.666  1.240  -1.341  -0.061
C  2.596  1.931  -2.181  -0.370
C  1.578  2.679  -1.321  -0.061
C  1.978  0.986  -3.194  -0.135
C  2.239  1.262  -4.535  -0.044
C  1.770  0.465  -5.563  -0.080
C  0.969  -0.615  -5.250  -0.048
C  0.663  -0.931  -3.930  -0.134
C  -0.417  -1.984  -3.704  -0.371
C  -0.262  -3.222  -4.589  -0.073
C  -1.784  -1.331  -3.938  -0.054
C  1.231  -0.160  -2.884  -0.151
N  1.025  -0.586  -1.539  0.030
C  1.457  -1.768  -1.261  -0.129
C  1.058  -2.506  -0.114  -0.360
C  1.332  -3.844  0.177  -0.040
C  0.565  -4.153  1.300  -0.054
C  -0.139  -2.984  1.644  -0.311
N  0.178  -1.985  0.801  0.004
C  -1.178  -2.864  2.744  -0.539
C  -1.241  -1.456  3.341  -0.048
C  -0.875  -3.856  3.871  -0.058
C  -2.544  -3.218  2.133  -0.038
H  4.049  1.923  -0.580  0.071
H  4.499  0.913  -1.965  0.086
H  3.250  0.364  -0.848  0.025
H  3.104  2.689  -2.782  0.119
H  1.118  2.028  -0.573  0.021
H  0.782  3.097  -1.938  0.084
H  2.070  3.498  -0.793  0.080
H  2.846  2.127  -4.772  0.107
H  2.014  0.694  -6.593  0.100
H  0.548  -1.214  -6.048  0.106
H  -0.401  -2.329  -2.674  0.112
H  -0.545  -3.021  -5.624  0.070
H  -0.912  -4.020  -4.226  0.079
H  0.764  -3.593  -4.586  0.082
H  -1.841  -0.920  -4.949  0.083
H  -1.953  -0.517  -3.235  0.051
H  -2.587  -2.063  -3.820  0.083
H  2.106  -2.289  -1.971  0.148
H  1.982  -4.500  -0.382  0.099
H  0.511  -5.106  1.801  0.094
H  -0.399  -1.270  4.012  0.079
H  -2.160  -1.341  3.922  0.085
H  -1.213  -0.690  2.566  0.035
H  0.123  -3.692  4.282  0.084
H  -0.936  -4.889  3.527  0.076
H  -1.600  -3.731  4.679  0.085
H  -2.800  -2.511  1.341  0.065
H  -3.328  -3.194  2.895  0.083
H  -2.519  -4.215  1.690  0.088
C  3.968  0.684  2.433  -0.237
S  2.695  -0.302  1.647  0.861
C  2.481  -1.489  2.966  -0.225
O  1.485  0.604  1.678  -0.616
H  3.689  0.909  3.461  0.059
H  4.055  1.601  1.856  0.045
H  4.908  0.134  2.395  0.062
H  3.378  -2.106  3.022  0.069
H  1.632  -2.110  2.687  0.020
H  2.299  -0.968  3.905  0.064

## Properties
ΔE to the lowest compared entry with this formula, charge and spin: 23.4 kcal/mol
Charge: 0
Molar mass: 654.78 g/mol
HOMO: -0.2446 Ha
LUMO energy: 0.315 eV
Spin multiplicity: 1

---

The following is a quantum chemistry calculation of a cluster of 3 separate species, C3H2ClFO in total, from OMol25.

Last column: Löwdin spin population.
CARTESIAN COORDINATES (ANGSTROEM)
C  -0.152  -0.366  0.857  0.540
C  -0.745  -1.224  0.314  0.688
C  0.152  -0.518  3.766  0.248
O  0.595  -0.042  4.635  0.093
F  -0.604  -1.697  3.657  0.103
Cl  -1.733  -2.569  0.593  0.261
H  0.611  -0.636  2.377  0.032
H  0.444  0.434  0.522  0.035

## Properties
ΔE to the lowest compared entry with this formula, charge and spin: 107.9 kcal/mol
Charge: 0
Molar mass: 108.50 g/mol
HOMO (spin up / spin down): -0.2501 / -0.3870 Ha
LUMO energy (spin up / spin down): 0.368 / -3.317 eV
Spin multiplicity: 3

---

The following is a quantum chemistry calculation of a structure of composition C4H6O2, from OMol25.

Last column: Löwdin charge in e.
CARTESIAN COORDINATES (ANGSTROEM)
C  -0.987  0.375  -0.869  0.050
C  0.462  0.614  0.234  -0.065
C  0.378  -0.357  1.371  -0.175
O  0.213  -1.434  0.443  -0.033
C  0.753  -0.522  -0.610  -0.567
O  1.248  -0.759  -1.667  0.117
H  -1.762  0.456  -0.135  0.068
H  -0.926  1.168  -1.608  0.082
H  -1.220  -0.551  -1.459  0.116
H  0.966  1.589  0.359  0.150
H  -0.321  -0.252  2.210  0.127
H  1.409  -0.374  1.763  0.130

## Properties
ΔE to the lowest compared entry with this formula, charge and spin: 78.5 kcal/mol
Charge: 0
Molar mass: 86.09 g/mol
HOMO: -0.3666 Ha
LUMO energy: 0.879 eV
Spin multiplicity: 1

---

The following is a quantum chemistry calculation of a structure of composition CBr2Cl2S, from OMol25.

Last column: Löwdin charge in e.
CARTESIAN COORDINATES (ANGSTROEM)
C  -1.187  0.021  -0.026  -1.596
S  0.507  0.509  0.039  0.423
Cl  3.545  0.831  -0.897  -0.564
Cl  1.362  -1.198  0.463  0.208
Br  -2.377  1.416  -0.074  0.776
Br  -1.826  -1.704  -0.303  0.753

## Properties
ΔE to the lowest compared entry with this formula, charge and spin: 62.6 kcal/mol
Charge: 0
Molar mass: 274.79 g/mol
HOMO (spin up / spin down): -0.2941 / -0.2939 Ha
LUMO energy (spin up / spin down): -3.336 / -3.339 eV
Spin multiplicity: 1

---

The following is a quantum chemistry calculation of a structure of composition C42H63BBrClN10OSb, from OMol25.

Last column: Löwdin charge in e.
CARTESIAN COORDINATES (ANGSTROEM)
C  -2.148  1.006  -4.247  -0.168
C  -2.450  -0.275  -3.491  -0.808
Cl  -4.088  -0.128  -2.728  0.567
C  -1.412  -0.706  -2.481  -0.395
Sb  -0.618  0.759  -0.958  1.013
C  1.144  1.152  -2.266  -0.383
C  1.830  2.483  -2.003  -0.405
C  1.243  3.648  -2.792  -0.598
Br  0.371  4.984  -1.674  0.573
B  -2.171  0.343  0.651  -0.799
N  -1.591  -0.299  1.809  0.074
O  -3.494  0.668  0.708  0.061
H  -1.082  1.107  -4.437  0.065
H  -2.480  1.860  -3.663  0.039
H  -2.709  1.031  -5.182  0.047
H  -2.584  -1.071  -4.226  0.067
H  -0.558  -1.044  -3.075  0.054
H  -1.788  -1.574  -1.938  0.042
H  0.309  -0.619  -0.200  -0.051
H  0.133  1.848  0.271  -0.067
H  -1.541  2.144  -1.622  -0.062
H  0.913  1.038  -3.327  0.033
H  1.840  0.348  -2.019  0.036
H  1.783  2.707  -0.935  0.021
H  2.888  2.403  -2.270  0.098
H  0.470  3.303  -3.472  0.040
H  1.994  4.175  -3.369  0.030
H  -0.594  -0.398  1.605  -0.017
H  -1.662  0.364  2.582  0.064
H  -3.727  1.210  -0.051  0.052
N  1.917  2.718  2.273  0.012
C  2.975  1.982  1.830  -0.152
C  3.434  1.228  2.881  -0.126
C  2.611  1.527  4.003  -0.121
C  1.683  2.448  3.589  -0.141
H  1.372  3.341  1.701  0.121
H  3.304  2.050  0.808  0.101
H  4.261  0.537  2.849  0.079
H  2.689  1.115  4.996  0.086
H  0.877  2.924  4.120  0.100
N  -3.473  1.292  4.559  0.011
C  -3.474  0.593  5.733  -0.139
C  -2.761  1.314  6.654  -0.107
C  -2.309  2.496  6.004  -0.117
C  -2.762  2.449  4.712  -0.146
H  -3.909  0.993  3.703  0.140
H  -3.970  -0.357  5.812  0.082
H  -2.577  1.021  7.674  0.089
H  -1.714  3.284  6.434  0.086
H  -2.637  3.135  3.891  0.108
N  -0.118  -2.558  3.223  0.032
C  1.150  -2.481  3.719  -0.179
C  1.552  -3.748  4.051  -0.120
C  0.465  -4.621  3.776  -0.106
C  -0.548  -3.850  3.255  -0.128
H  -0.617  -1.760  2.858  0.085
H  1.663  -1.533  3.771  0.105
H  2.517  -4.019  4.448  0.085
H  0.439  -5.689  3.917  0.085
H  -1.526  -4.115  2.892  0.107
N  -4.881  -2.631  7.352  -0.004
C  -3.814  -3.175  6.689  -0.148
C  -3.087  -3.900  7.592  -0.106
C  -3.742  -3.789  8.850  -0.116
C  -4.845  -3.000  8.669  -0.149
H  -5.583  -2.046  6.937  0.137
H  -3.661  -3.000  5.637  0.105
H  -2.184  -4.445  7.374  0.091
H  -3.435  -4.236  9.780  0.086
H  -5.601  -2.670  9.360  0.101
N  2.899  -2.465  1.244  0.040
C  3.571  -1.504  0.544  -0.138
C  4.578  -2.121  -0.152  -0.126
C  4.504  -3.513  0.145  -0.150
C  3.455  -3.690  1.009  -0.140
H  2.103  -2.297  1.838  0.088
H  3.267  -0.475  0.601  0.084
H  5.285  -1.632  -0.802  0.090
H  5.144  -4.293  -0.236  0.095
H  3.057  -4.577  1.471  0.112
N  4.547  7.275  -3.372  0.003
C  3.318  6.804  -3.742  -0.141
C  3.214  6.935  -5.101  -0.109
C  4.430  7.508  -5.567  -0.118
C  5.232  7.707  -4.475  -0.150
H  4.892  7.300  -2.431  0.144
H  2.629  6.417  -3.011  0.061
H  2.362  6.651  -5.694  0.089
H  4.686  7.746  -6.586  0.085
H  6.225  8.113  -4.391  0.101
N  4.987  -2.398  3.682  0.029
C  5.843  -2.967  2.784  -0.137
C  6.685  -3.794  3.479  -0.106
C  6.317  -3.719  4.852  -0.124
C  5.263  -2.849  4.943  -0.158
H  4.257  -1.750  3.445  0.110
H  5.774  -2.740  1.732  0.074
H  7.475  -4.389  3.052  0.083
H  6.770  -4.246  5.676  0.081
H  4.687  -2.519  5.790  0.102
N  -2.609  2.919  -7.546  0.006
C  -3.814  2.307  -7.746  -0.148
C  -4.004  2.191  -9.097  -0.116
C  -2.865  2.755  -9.735  -0.119
C  -2.023  3.195  -8.749  -0.144
H  -2.214  3.129  -6.646  0.138
H  -4.429  2.007  -6.915  0.104
H  -4.862  1.748  -9.575  0.086
H  -2.685  2.827  -10.794  0.085
H  -1.061  3.675  -8.802  0.104
N  -4.684  -3.422  -5.126  0.010
C  -4.950  -4.745  -4.914  -0.144
C  -4.569  -5.434  -6.035  -0.121
C  -4.051  -4.485  -6.959  -0.119
C  -4.136  -3.253  -6.366  -0.145
H  -4.861  -2.682  -4.470  0.121
H  -5.381  -5.082  -3.988  0.104
H  -4.649  -6.499  -6.176  0.084
H  -3.659  -4.683  -7.942  0.085
H  -3.852  -2.276  -6.719  0.104

## Properties
Charge: -1
Molar mass: 971.96 g/mol
HOMO: -0.1587 Ha
LUMO energy: 2.102 eV
Spin multiplicity: 1

---

The following is a quantum chemistry calculation of a structure of composition C6H9NO, from OMol25.

Last column: Löwdin charge in e.
CARTESIAN COORDINATES (ANGSTROEM)
C  0.819  -0.931  1.295  -0.055
C  0.866  -0.331  -0.077  -0.585
C  0.008  -1.070  -0.875  -0.258
C  -1.676  0.243  0.229  -0.183
C  -0.955  1.428  0.378  -0.045
C  0.350  1.080  -0.333  -0.230
H  0.123  -2.084  1.318  0.168
H  0.075  -0.107  2.072  0.153
H  2.212  -0.812  1.625  0.186
H  -0.015  -1.063  -1.963  0.149
H  0.239  -2.085  -0.558  0.108
H  -2.764  0.345  0.576  0.149
H  -1.218  2.092  1.195  0.088
H  0.089  1.345  -1.459  0.167
H  2.228  0.993  -1.209  0.121
N  1.830  0.778  -0.251  0.109
O  -1.281  -0.824  -0.442  -0.043

## Properties
ΔE to the lowest compared entry with this formula, charge and spin: 189.5 kcal/mol
Charge: 0
Molar mass: 111.14 g/mol
HOMO: -0.3173 Ha
LUMO energy: 0.831 eV
Spin multiplicity: 1

---

The following is a quantum chemistry calculation of a structure of composition C20H41GdN2P3Se, from OMol25.

Last column: Löwdin spin population.
CARTESIAN COORDINATES (ANGSTROEM)
Gd  0.315  0.507  -0.146  6.825
P  2.228  -1.199  1.345  0.008
P  2.025  1.297  -2.117  0.101
P  0.020  -2.111  -1.145  0.012
H  -2.679  0.186  2.762  0.000
C  -2.402  -0.832  2.472  -0.001
C  -1.325  -1.430  3.030  -0.001
H  -0.685  -0.863  3.703  0.000
C  3.029  -0.523  2.843  0.001
C  3.742  -1.500  0.343  0.006
C  1.965  -2.896  1.976  0.004
C  0.924  2.244  -3.241  0.012
C  3.283  2.488  -1.544  0.017
C  2.871  0.049  -3.151  0.022
C  -0.991  -3.370  -0.284  0.003
C  1.368  -3.183  -1.785  0.006
C  -0.968  -1.891  -2.673  0.004
H  -3.006  -1.317  1.702  0.000
H  -1.058  -2.464  2.835  0.000
H  2.268  -0.181  3.555  0.000
H  3.689  0.316  2.590  0.000
H  3.618  -1.335  3.295  0.000
H  4.176  -0.538  0.035  0.000
H  3.514  -2.099  -0.549  0.000
H  4.444  -2.044  0.991  0.001
H  1.152  -2.887  2.712  0.000
H  2.906  -3.187  2.465  0.001
H  1.728  -3.607  1.176  0.000
H  1.547  2.764  -3.980  0.003
H  0.325  2.978  -2.676  0.000
H  0.215  1.575  -3.754  0.000
H  3.679  3.049  -2.395  0.004
H  4.092  1.955  -1.029  0.000
H  2.830  3.180  -0.822  0.001
H  3.419  0.557  -3.958  0.005
H  2.134  -0.649  -3.575  0.000
H  3.571  -0.529  -2.528  0.000
H  -1.452  -4.005  -1.056  0.001
H  -1.771  -2.884  0.319  0.000
H  -0.358  -3.987  0.369  0.000
H  0.898  -3.926  -2.448  0.001
H  1.879  -3.700  -0.960  0.000
H  2.091  -2.584  -2.358  0.000
H  -1.272  -2.892  -2.994  0.001
H  -0.363  -1.418  -3.454  0.000
H  -1.848  -1.266  -2.473  0.000
C  -4.101  1.393  -0.826  -0.004
C  -4.715  0.986  0.362  0.000
C  -6.121  1.085  0.504  0.000
C  -6.899  1.588  -0.557  0.000
C  -6.285  1.979  -1.756  0.000
C  -4.888  1.889  -1.866  -0.001
Se  -2.040  1.153  -1.230  -0.020
H  -1.483  1.504  0.222  -0.005
H  -4.125  0.591  1.189  0.000
H  -6.610  0.766  1.436  0.000
H  -7.993  1.660  -0.438  0.000
H  -6.900  2.352  -2.588  0.000
H  -4.422  2.214  -2.787  0.000
N  0.642  3.043  3.508  0.001
C  1.973  3.284  3.155  0.000
C  2.176  2.640  1.969  0.001
N  0.967  2.008  1.592  -0.011
C  0.089  2.271  2.572  0.001
H  0.176  3.387  4.343  0.000
H  2.634  3.871  3.766  0.000
H  3.092  2.572  1.388  0.000
H  -0.932  1.918  2.622  0.000

## Properties
ΔE to the lowest compared entry with this formula, charge and spin: 0.0 kcal/mol
Charge: +3
Molar mass: 638.69 g/mol
HOMO (spin up / spin down): -0.6197 / -0.6197 Ha
LUMO energy (spin up / spin down): -9.745 / -11.645 eV
Spin multiplicity: 8

---

Looking at energy for the records above, in order, we have -50273.995 -20422.026 -8337.056 -176998.590 -151301.118 -9897.387 -138406.652 eV.
Looking at max |F| for the records above, in order, we have 1.16 12.71 2.15 2.33 0.75 5.15 3.46 eV/A.